*w*
One molecule with the formula C5H9NS. Source: the OMol25 dataset; level of theory: ωB97M-V/def2-TZVPD.

Properties
Orbital gap, eV: 10.012
HOMO level, eV: -9.35

Each line ends with the natural charge from an NBO analysis.
Atoms and positions in Å:
C1 -2.89 -0.50 -0.51  0.288
C2 -0.77 -0.47 0.92  -0.256
C3 0.33 0.18 -0.01  -0.060
C4 1.69 0.05 0.61  -0.629
C5 0.15 -0.32 -1.36  -0.655
N1 -1.97 -0.56 0.21  -0.530
S1 0.04 2.05 -0.08  -0.088
H1 -1.29 2.12 0.26  0.137
H2 -0.40 -1.44 1.12  0.220
H3 -1.03 0.14 1.76  0.233
H4 2.19 0.99 0.40  0.234
H5 2.09 -0.86 0.35  0.216
H6 1.53 0.00 1.65  0.212
H7 -0.77 0.06 -1.78  0.239
H8 0.15 -1.44 -1.55  0.216
H9 0.95 0.00 -1.98  0.223



*x*
One molecule with the formula C5H9NS. Source: the OMol25 dataset; level of theory: ωB97M-V/def2-TZVPD.

Properties
Orbital gap, eV: 8.611
HOMO level, eV: -8.45

Each line ends with the natural charge from an NBO analysis.
Atoms and positions in Å:
C1 -2.21 -1.55 0.35  -0.703
C2 -1.80 -0.33 -0.40  0.089
S1 -2.92 0.74 -0.92  -0.022
N1 -0.32 -0.26 -0.84  -0.441
C3 0.47 0.55 -0.27  0.296
C4 1.85 0.46 -0.79  -0.647
C5 0.11 1.48 0.78  -0.716
H1 -2.25 -1.21 1.35  0.238
H2 -1.46 -2.32 0.19  0.231
H3 -3.19 -1.81 0.05  0.245
H4 2.25 1.51 -1.09  0.221
H5 1.98 -0.23 -1.59  0.241
H6 2.60 -0.01 -0.04  0.227
H7 -0.25 2.46 0.52  0.262
H8 0.95 1.93 1.38  0.239
H9 -0.76 1.09 1.36  0.240



Energy comparison, zero being the most stable, in kcal/mol: *w* 5.7; *x* 0.0.



*w*
One molecule with the formula C21H24N4O2S. Source: the OMol25 dataset; level of theory: ωB97M-V/def2-TZVPD.

Properties
Orbital gap, eV: 8.358
HOMO level, eV: -7.61

Each line ends with the natural charge from an NBO analysis.
Atoms and positions in Å:
C1 1.35 0.75 -5.63  -0.251
O1 1.37 -0.34 -4.73  -0.514
C2 0.57 -0.29 -3.63  0.395
C3 -0.31 0.74 -3.33  -0.348
C4 -1.07 0.68 -2.17  -0.192
C5 -0.96 -0.39 -1.30  0.052
N1 -1.67 -0.54 -0.10  -0.593
C6 -2.14 0.38 0.76  0.341
S1 -2.51 1.94 0.31  -0.317
N2 -2.39 -0.03 2.04  -0.437
C7 -2.92 0.90 3.00  -0.230
C8 -1.78 1.63 3.72  -0.409
C9 -0.54 0.72 3.78  -0.261
C10 0.32 0.75 2.55  0.404
N3 1.13 -0.23 2.25  -0.506
C11 1.73 0.13 1.07  0.076
C12 2.66 -0.55 0.29  -0.215
C13 3.06 0.05 -0.89  -0.231
C14 2.55 1.29 -1.30  -0.217
C15 1.63 1.98 -0.53  -0.245
C16 1.23 1.39 0.65  0.157
N4 0.36 1.77 1.64  -0.562
C17 -1.03 -0.73 3.96  -0.406
C18 -1.76 -1.17 2.68  -0.230
C19 -0.08 -1.45 -1.62  0.377
O2 -0.04 -2.48 -0.72  -0.531
C20 0.87 -3.53 -0.95  -0.248
C21 0.67 -1.39 -2.78  -0.385
H1 1.64 1.68 -5.13  0.174
H2 2.07 0.51 -6.40  0.198
H3 0.36 0.87 -6.08  0.176
H4 -0.42 1.59 -3.97  0.219
H5 -1.75 1.48 -1.94  0.256
H6 -1.53 -1.48 0.27  0.416
H7 -3.52 0.33 3.71  0.194
H8 -3.57 1.61 2.49  0.257
H9 -1.55 2.57 3.22  0.211
H10 -2.09 1.88 4.74  0.218
H11 0.08 1.00 4.63  0.240
H12 3.06 -1.50 0.61  0.215
H13 3.77 -0.45 -1.53  0.211
H14 2.88 1.71 -2.23  0.211
H15 1.24 2.93 -0.84  0.219
H16 -0.26 2.56 1.58  0.439
H17 -0.18 -1.38 4.13  0.246
H18 -1.69 -0.77 4.83  0.205
H19 -2.52 -1.93 2.91  0.201
H20 -1.01 -1.62 2.02  0.225
H21 1.90 -3.15 -1.01  0.184
H22 0.78 -4.19 -0.09  0.200
H23 0.63 -4.07 -1.86  0.180
H24 1.36 -2.17 -3.05  0.230



*x*
One molecule with the formula C21H24N4O2S. Source: the OMol25 dataset; level of theory: ωB97M-V/def2-TZVPD.

Properties
Orbital gap, eV: 8.967
HOMO level, eV: -8.35

Each line ends with the natural charge from an NBO analysis.
Atoms and positions in Å:
O1 1.77 0.69 -4.55  -0.641
C1 1.87 0.98 -3.37  0.666
C2 1.00 2.07 -2.75  -0.602
S1 -0.48 1.39 -1.93  0.302
C3 0.19 0.91 -0.41  0.196
N1 1.45 0.84 -0.09  -0.373
N2 1.53 0.40 1.19  -0.313
C4 0.32 0.21 1.63  0.385
C5 -0.03 -0.20 3.01  -0.460
C6 0.40 0.88 4.01  -0.412
C7 -0.33 2.20 3.78  -0.061
O2 -0.06 2.78 2.53  -0.724
N3 -0.59 0.51 0.65  -0.418
C8 -1.99 0.56 0.74  0.203
C9 -2.72 -0.58 1.07  -0.231
C10 -4.09 -0.51 1.17  -0.208
C11 -4.75 0.69 0.95  -0.206
C12 -4.02 1.83 0.62  -0.191
C13 -2.64 1.77 0.52  -0.226
N4 2.74 0.44 -2.51  -0.641
C14 3.53 -0.72 -2.86  -0.221
C15 3.25 -1.88 -1.89  -0.434
C16 1.79 -2.13 -1.66  -0.008
C17 1.35 -2.47 -0.38  -0.225
C18 0.01 -2.72 -0.13  -0.173
C19 -0.91 -2.61 -1.15  -0.252
C20 -0.49 -2.27 -2.43  -0.200
C21 0.85 -2.04 -2.68  -0.217
H1 0.61 2.72 -3.53  0.255
H2 1.55 2.65 -2.00  0.244
H3 0.49 -1.13 3.25  0.238
H4 -1.10 -0.36 3.09  0.224
H5 1.48 1.04 3.91  0.213
H6 0.19 0.54 5.03  0.214
H7 -0.08 2.90 4.59  0.165
H8 -1.42 2.04 3.79  0.176
H9 0.90 2.88 2.44  0.473
H10 -2.20 -1.51 1.23  0.224
H11 -4.66 -1.39 1.42  0.219
H12 -5.82 0.74 1.03  0.218
H13 -4.53 2.76 0.46  0.219
H14 -2.07 2.65 0.29  0.241
H15 2.62 0.64 -1.52  0.440
H16 4.59 -0.47 -2.82  0.198
H17 3.28 -0.99 -3.89  0.227
H18 3.72 -2.78 -2.29  0.224
H19 3.73 -1.66 -0.93  0.210
H20 2.07 -2.54 0.43  0.213
H21 -0.30 -2.99 0.86  0.195
H22 -1.96 -2.79 -0.97  0.210
H23 -1.21 -2.18 -3.23  0.216
H24 1.16 -1.79 -3.68  0.227



Energy comparison, zero being the most stable, in kcal/mol: *w* 2.8; *x* 0.0.



*w*
A 17-piece molecular cluster, H34O17 overall. Source: the OMol25 dataset; level of theory: ωB97M-V/def2-TZVPD.

Properties
Orbital gap, eV: 9.557
HOMO level, eV: -9.91

Each line ends with the natural charge from an NBO analysis.
Atoms and positions in Å:
O1 4.42 19.99 -21.42  -0.966
H1 3.64 19.67 -20.89  0.493
H2 4.85 20.57 -20.79  0.470
O2 5.58 15.42 -22.95  -0.999
H3 5.89 15.11 -22.13  0.481
H4 5.41 16.36 -22.93  0.491
O3 6.80 15.51 -18.17  -0.979
H5 7.27 14.68 -18.24  0.487
H6 7.43 16.12 -17.80  0.508
O4 5.51 19.61 -18.03  -0.957
H7 5.11 18.82 -18.38  0.495
H8 6.04 19.93 -18.76  0.453
O5 5.20 17.42 -19.57  -1.030
H9 5.32 16.57 -19.12  0.506
H10 4.54 17.29 -20.25  0.512
O6 2.74 18.06 -17.36  -0.959
H11 2.22 18.81 -17.13  0.482
H12 2.80 18.09 -18.33  0.495
O7 4.41 13.76 -18.79  -0.983
H13 4.44 14.48 -18.15  0.493
H14 5.00 13.07 -18.42  0.458
O8 2.94 18.60 -23.54  -0.972
H15 3.60 18.83 -24.17  0.484
H16 3.27 18.37 -22.67  0.485
O9 6.15 17.64 -15.93  -0.944
H17 6.18 18.14 -16.77  0.487
H18 6.96 17.17 -16.02  0.455
O10 2.33 19.00 -19.96  -0.951
H19 1.65 19.27 -20.63  0.514
H20 2.29 19.67 -19.30  0.483
O11 7.63 17.88 -20.66  -0.944
H21 6.77 17.54 -20.52  0.502
H22 7.51 18.81 -20.60  0.457
O12 6.89 14.55 -20.74  -0.968
H23 6.69 13.62 -20.54  0.478
H24 6.80 15.06 -19.90  0.486
O13 5.86 18.30 -22.79  -0.998
H25 5.30 18.83 -22.23  0.484
H26 6.71 18.18 -22.30  0.476
O14 4.09 15.72 -17.02  -1.021
H27 3.58 16.57 -17.11  0.515
H28 5.05 15.89 -16.89  0.510
O15 2.05 15.99 -19.31  -0.956
H29 1.57 15.33 -19.77  0.483
H30 2.31 15.51 -18.51  0.507
O16 8.24 17.94 -17.83  -0.994
H31 7.99 18.16 -18.77  0.501
H32 9.21 17.94 -17.83  0.485
O17 3.45 16.71 -21.44  -0.993
H33 3.54 15.78 -21.65  0.504
H34 2.83 16.64 -20.66  0.497



*x*
A 17-piece molecular cluster, H34O17 overall. Source: the OMol25 dataset; level of theory: ωB97M-V/def2-TZVPD.

Properties
Orbital gap, eV: 8.418
HOMO level, eV: -9.23

Each line ends with the natural charge from an NBO analysis.
Atoms and positions in Å:
O1 -18.99 -17.28 5.46  -0.990
H1 -19.90 -17.30 5.74  0.483
H2 -18.56 -18.13 5.48  0.498
O2 -18.49 -19.95 5.50  -0.957
H3 -18.72 -19.93 4.52  0.505
H4 -17.63 -20.30 5.54  0.477
O3 -16.31 -17.69 6.93  -0.973
H5 -16.06 -17.92 6.06  0.479
H6 -16.03 -18.40 7.48  0.493
O4 -17.00 -15.48 4.72  -0.973
H7 -17.21 -15.35 3.79  0.483
H8 -17.58 -16.03 5.19  0.507
O5 -13.17 -17.39 5.36  -1.009
H9 -12.89 -17.51 6.27  0.522
H10 -13.69 -18.20 5.23  0.482
O6 -12.87 -16.94 8.37  -0.964
H11 -12.41 -17.79 8.48  0.469
H12 -13.70 -17.06 8.70  0.490
O7 -16.94 -18.42 3.29  -0.979
H13 -16.75 -18.94 2.54  0.467
H14 -16.33 -17.66 3.20  0.518
O8 -13.30 -19.63 7.61  -0.956
H15 -12.77 -20.43 7.58  0.458
H16 -14.11 -20.02 7.89  0.486
O9 -18.27 -16.22 8.40  -0.986
H17 -18.61 -15.48 7.88  0.477
H18 -17.64 -16.72 7.86  0.499
O10 -15.59 -15.10 8.56  -0.978
H19 -15.44 -15.14 7.62  0.495
H20 -16.24 -15.78 8.65  0.455
O11 -17.12 -19.04 10.53  -0.973
H21 -17.76 -18.47 10.92  0.482
H22 -17.37 -19.03 9.60  0.502
O12 -15.19 -19.30 5.05  -0.988
H23 -14.86 -20.15 4.76  0.478
H24 -15.82 -19.13 4.37  0.488
O13 -18.76 -19.32 8.36  -0.959
H25 -19.68 -19.09 8.54  0.480
H26 -18.79 -19.38 7.41  0.487
O14 -14.76 -16.90 3.16  -0.950
H27 -14.22 -17.16 3.88  0.504
H28 -14.30 -17.23 2.41  0.470
O15 -14.76 -14.87 5.93  -0.973
H29 -14.18 -15.61 5.79  0.477
H30 -15.40 -15.13 5.26  0.486
O16 -14.84 -17.72 9.92  -0.971
H31 -15.03 -16.88 10.29  0.481
H32 -15.61 -18.19 10.11  0.480
O17 -15.95 -20.27 8.17  -0.961
H33 -16.17 -20.68 9.00  0.503
H34 -16.37 -20.83 7.47  0.480



Energy comparison, zero being the most stable, in kcal/mol: *w* 0.0; *x* 5.3.



*w*
One molecule with the formula C5H13N3O. Source: the OMol25 dataset; level of theory: ωB97M-V/def2-TZVPD.

Properties
Orbital gap, eV: 8.813
HOMO level, eV: -8.12

Each line ends with the natural charge from an NBO analysis.
Atoms and positions in Å:
H1 -1.33 1.74 -1.55  0.365
N1 -0.39 1.71 -1.13  -0.589
C1 -0.23 0.67 -0.47  0.469
C2 0.60 -0.09 0.46  0.050
C3 0.23 -0.41 1.89  -0.622
O1 1.83 1.12 0.77  -0.657
C4 2.59 1.53 -0.32  -0.249
N2 -1.23 -0.59 -0.36  -0.386
C5 -1.09 -1.81 -1.14  -0.406
N3 -2.57 -0.29 0.02  -0.669
H2 1.29 -0.79 -0.02  0.243
H3 -0.55 0.26 2.27  0.217
H4 -0.08 -1.46 1.98  0.215
H5 1.11 -0.27 2.51  0.254
H6 2.19 2.46 -0.76  0.168
H7 2.63 0.76 -1.12  0.140
H8 3.62 1.75 -0.01  0.173
H9 -1.25 -2.69 -0.51  0.189
H10 -0.08 -1.86 -1.57  0.204
H11 -1.81 -1.84 -1.96  0.194
H12 -2.73 0.72 0.05  0.352
H13 -2.73 -0.62 0.97  0.346



*x*
One molecule with the formula C5H13N3O. Source: the OMol25 dataset; level of theory: ωB97M-V/def2-TZVPD.

Properties
Orbital gap (alpha / beta), eV: 9.126 / 7.515
HOMO level (alpha / beta), eV: -8.99 / -8.62

Each line ends with the natural charge from an NBO analysis.
Atoms and positions in Å:
C1 1.34 -0.59 0.65  -0.293
C2 1.66 0.37 1.76  -0.648
C3 -0.49 -0.89 0.39  -0.060
N1 -1.06 -1.10 1.55  -0.577
H1 -0.60 -1.81 2.11  0.338
H2 -0.32 -1.63 -0.40  0.235
H3 1.94 -0.44 -0.24  0.206
H4 1.49 -1.63 0.95  0.181
H5 1.03 0.19 2.64  0.210
H6 1.53 1.40 1.45  0.236
H7 2.70 0.23 2.08  0.214
C4 0.58 0.62 -2.04  -0.485
C5 -1.14 0.43 -0.40  0.424
N2 -2.02 0.00 -1.46  -0.866
O1 -1.79 1.26 0.52  -0.726
N3 0.09 0.99 -0.75  -0.253
H8 -1.80 0.77 1.36  0.494
H9 -2.77 -0.56 -1.06  0.374
H10 -2.45 0.81 -1.89  0.370
H11 0.00 1.14 -2.81  0.225
H12 1.63 0.91 -2.14  0.199
H13 0.46 -0.46 -2.27  0.200



Energy comparison, zero being the most stable, in kcal/mol: *w* 3.6; *x* 0.0.



*w*
One molecule with the formula C5H13N3O. Source: the OMol25 dataset; level of theory: ωB97M-V/def2-TZVPD.

Properties
Orbital gap, eV: 9.971
HOMO level, eV: -9.02

Each line ends with the natural charge from an NBO analysis.
Atoms and positions in Å:
C1 -0.49 0.60 -2.69  -0.409
N1 -0.34 0.79 -1.26  -0.494
N2 0.59 -0.17 -0.69  -0.142
C2 1.97 0.31 -0.64  -0.432
N3 0.11 -0.49 0.59  -0.318
C3 -0.42 -1.83 0.69  -0.413
C4 -0.27 0.59 1.40  0.702
C5 -1.10 0.18 2.60  -0.716
O1 0.23 1.69 1.32  -0.623
H1 0.41 0.86 -3.26  0.162
H2 -0.73 -0.45 -2.87  0.200
H3 -1.30 1.23 -3.04  0.201
H4 -0.09 1.76 -1.05  0.357
H5 2.57 -0.44 -0.14  0.206
H6 2.08 1.26 -0.11  0.206
H7 2.31 0.43 -1.67  0.196
H8 -0.21 -2.35 -0.24  0.233
H9 0.04 -2.35 1.53  0.195
H10 -1.50 -1.89 0.83  0.193
H11 -0.55 -0.54 3.21  0.231
H12 -1.28 1.07 3.20  0.241
H13 -2.04 -0.26 2.29  0.223



*x*
C5H13N3O as an isolated structure. Source: the OMol25 dataset; level of theory: ωB97M-V/def2-TZVPD.

Properties
Orbital gap, eV: 8.292
HOMO level, eV: -7.40

Each line ends with the natural charge from an NBO analysis.
Atoms and positions in Å:
C1 -1.47 1.04 -0.73  -0.410
N1 -0.39 0.06 -0.56  -0.171
N2 0.22 -0.17 -1.83  -0.669
C2 -0.95 -1.28 0.22  0.141
C3 -0.65 -2.51 -0.26  -0.703
H1 1.20 -0.37 -1.60  0.385
H2 -0.17 -1.07 -2.14  0.379
H3 -1.94 -1.09 0.60  0.195
H4 -2.15 0.66 -1.49  0.221
H5 -2.01 1.17 0.21  0.212
H6 -1.07 1.99 -1.07  0.220
H7 0.35 -2.78 -0.56  0.195
H8 -1.33 -3.32 -0.04  0.221
C4 0.62 1.76 1.27  -0.672
C5 0.70 0.35 0.72  0.611
N3 2.04 0.03 0.30  -0.887
O1 0.15 -0.62 1.48  -0.716
H9 2.31 -0.88 0.63  0.397
H10 2.73 0.71 0.58  0.380
H11 1.24 1.81 2.17  0.237
H12 -0.40 2.01 1.55  0.225
H13 0.98 2.50 0.55  0.210



Energy comparison, zero being the most stable, in kcal/mol: *w* 0.0; *x* 42.9.